168
Properties=species:S:1:pos:R:3:forces:R:3:mulliken_charge:R:1 method="wB97M-V/def2-TZVPD" largest_force_ha_per_bohr=0.0836 energy_ha=-3727.04280 homo_ev=-7.727 e_above_lowest_kcal_mol=23.8
C 10.563857 10.567443 13.025542 -1.668 -0.634 0.105 -1.786
C 10.866574 12.047522 13.188101 0.967 1.490 -0.271 1.856
C 9.774298 12.880678 12.494412 -0.767 -0.072 3.320 -0.991
C 8.436104 12.899441 13.326518 0.719 0.373 -0.013 -1.038
C 8.734586 13.536791 14.709624 0.849 -0.172 -0.565 -0.695
C 9.809387 12.768767 15.525069 0.144 0.739 -2.310 2.143
N 11.035540 12.603828 14.567374 -1.369 0.710 1.549 1.002
O 12.006631 11.921721 15.359907 0.567 0.050 -0.451 -0.645
C 10.239857 13.567163 16.732458 1.414 -0.725 -0.635 -2.511
C 9.310835 11.456424 16.014784 -1.127 -0.359 0.123 -2.100
C 12.275392 12.315206 12.498285 -1.802 0.193 0.536 -2.082
H 9.498987 10.262749 13.302829 1.378 0.552 -0.154 0.247
H 11.247558 10.011916 13.637786 0.308 -0.494 0.343 0.432
H 10.669141 10.228554 11.981632 0.199 0.336 0.273 0.421
H 10.028819 13.918466 12.383584 0.618 0.585 0.013 -0.461
H 9.612707 12.496318 11.554769 -0.427 -0.977 -2.306 0.880
H 7.937793 11.914900 13.405970 0.270 0.466 -0.144 0.519
H 7.799090 13.601899 12.776245 -0.371 -0.351 0.135 0.484
H 7.853563 13.692946 15.335985 -0.083 -0.069 -0.132 0.625
H 9.164332 14.520917 14.456405 -0.190 -0.059 0.377 -0.398
H 10.748318 14.470862 16.499009 0.808 0.678 -0.754 0.134
H 9.424631 13.933638 17.277896 -1.516 -0.113 1.024 0.794
H 10.927148 12.941943 17.311126 -0.296 0.212 0.302 0.419
H 8.522209 11.527171 16.767979 0.239 0.430 0.332 0.389
H 8.820727 10.878689 15.256505 0.146 -0.478 -0.664 0.354
H 10.154639 10.955843 16.418464 0.576 -0.906 0.409 0.462
H 12.858740 11.541178 12.937028 1.202 -0.276 0.208 0.631
H 12.668967 13.336655 12.702886 -0.321 -0.789 -0.140 0.104
H 12.167970 12.100524 11.436330 0.130 0.173 -0.168 0.422
H 12.654257 12.616583 15.648538 -0.626 -0.622 -0.610 0.590
C 9.393709 21.997359 12.802375 1.770 0.746 -0.576 -1.115
C 8.415299 22.123739 11.641036 1.238 2.251 -0.548 2.099
C 7.588288 23.451223 11.690423 0.320 0.127 -0.512 -1.190
C 6.842409 23.741180 10.357533 0.129 -0.755 0.135 -0.664
C 7.842802 23.809168 9.212362 -0.740 0.886 0.170 -1.489
C 8.701148 22.585080 9.098794 0.516 -0.027 1.218 1.980
N 9.327832 22.311303 10.431967 -1.798 1.824 0.666 -0.095
O 9.981786 21.151435 10.266050 1.749 -2.918 -0.223 2.281
C 7.956443 21.438488 8.511223 -0.628 -1.428 1.257 -1.998
C 9.828905 22.836797 8.169550 2.285 2.201 -0.830 -1.828
C 7.593421 20.916081 11.651342 -2.080 -0.110 0.688 -1.220
H 10.189256 21.237933 12.531907 -1.399 0.120 0.798 -0.726
H 8.939684 21.898220 13.813185 0.365 -0.083 -0.831 0.886
H 10.034710 22.893755 12.703861 -0.410 0.062 0.764 -0.422
H 6.888528 23.493215 12.501838 -0.562 -0.557 0.600 0.420
H 8.244248 24.319977 11.937504 -0.014 -0.634 -0.521 0.249
H 6.313749 24.695262 10.446759 -0.052 -0.176 -0.047 0.490
H 6.094219 22.953241 10.060830 0.492 0.662 0.785 0.289
H 8.473876 24.679697 9.353348 0.313 0.228 0.080 0.359
H 7.274657 23.996167 8.297021 0.225 -0.192 -0.213 0.380
H 7.952409 21.573615 7.491739 -0.410 0.428 -2.514 0.747
H 8.411605 20.459874 8.616603 0.406 -0.027 0.484 0.124
H 6.941457 21.349132 8.846669 -0.622 0.030 0.217 0.350
H 10.518537 22.022527 8.032408 -0.081 -0.736 0.014 0.112
H 9.471954 23.131247 7.187093 -0.251 -0.111 -0.223 0.563
H 10.524389 23.691615 8.448947 -0.999 -0.721 0.207 0.225
H 7.203918 20.829494 12.684867 0.074 -0.359 -0.491 0.617
H 8.099113 20.039649 11.351513 0.857 -0.922 -0.119 -0.523
H 6.744829 21.024223 11.007638 -0.715 -0.057 -0.398 0.471
H 10.922340 21.271795 10.467360 0.035 0.123 -0.110 -0.581
O 14.149149 21.501199 16.970276 -2.600 -0.364 -1.043 -0.674
C 12.990499 21.603961 16.558136 2.190 0.323 1.934 0.324
O 12.094299 20.581690 16.511916 0.027 0.889 -0.321 -0.307
C 10.953783 21.075560 15.726302 0.942 0.656 -0.319 0.159
C 10.863782 22.610346 15.979479 0.062 -0.786 -0.843 -0.202
C 12.334705 22.900442 16.147129 1.119 0.652 -1.342 0.535
H 10.064145 20.566621 16.045560 -0.190 -0.589 -0.150 0.560
H 11.280979 20.889261 14.678266 -0.892 0.026 0.555 -0.400
H 10.245027 22.829026 16.863448 0.238 0.044 -0.390 0.370
H 10.494501 23.094254 15.047111 -0.117 -0.206 0.959 0.066
H 12.623559 23.744565 16.779291 -0.069 -0.377 0.151 0.498
H 12.799310 23.136588 15.140079 -0.561 -0.241 1.025 -0.704
O 12.776586 21.052896 10.341257 -2.118 2.331 2.925 -0.601
C 13.282457 20.341059 9.569279 -0.361 -3.068 -2.332 -0.797
O 14.486276 20.604832 9.140364 1.462 -0.267 -0.400 -0.364
C 14.972228 19.585081 8.251885 0.960 0.935 -0.536 -0.815
C 13.825017 18.579657 8.020752 0.392 -0.407 -1.517 -0.212
C 12.655584 19.092979 8.835928 -0.212 1.574 1.328 1.575
H 15.850423 19.130863 8.721448 -0.239 -0.060 0.056 0.251
H 15.376560 20.182286 7.390944 -0.670 -0.959 0.321 0.307
H 14.215414 17.569922 8.294758 -0.664 0.833 -0.255 -0.060
H 13.535310 18.603358 6.932883 0.457 -0.353 1.011 0.400
H 12.188115 18.437780 9.608234 0.557 0.371 -0.780 -0.853
H 11.823939 19.546540 8.242775 0.588 -0.629 0.289 0.453
O 9.684004 16.778233 16.976732 0.232 0.095 0.126 -0.575
C 10.396012 16.724761 17.936420 0.767 0.490 1.336 0.584
O 11.526740 17.475708 18.088426 -0.448 0.279 -1.012 -0.234
C 12.260549 17.199189 19.288093 -1.310 1.518 0.698 0.138
C 11.253297 16.446277 20.209406 0.126 0.250 0.355 -0.562
C 10.277922 15.882146 19.203051 1.043 -0.621 -1.145 -0.308
H 12.537839 18.166286 19.731817 -0.191 -0.159 -0.183 0.239
H 13.182114 16.790684 18.946038 0.599 -1.233 0.268 -0.272
H 10.654652 17.109084 20.884819 1.020 -0.079 -0.518 0.251
H 11.731046 15.682751 20.848856 -0.219 0.321 -0.415 0.364
H 9.263188 15.901128 19.522434 -0.748 -0.638 0.197 0.544
H 10.686182 14.914793 18.859459 -0.865 -0.048 0.307 -0.047
O 9.738596 17.876563 8.667968 -0.182 -0.302 1.475 -0.608
C 9.007616 17.487005 9.557263 -1.068 -0.230 -1.010 0.036
O 9.120369 17.704964 10.859455 2.493 1.080 0.972 0.410
C 8.049930 17.248094 11.676215 -1.115 0.211 0.286 0.397
C 6.904820 17.043762 10.607614 -0.551 1.939 1.373 -0.615
C 7.751246 16.696986 9.419674 -0.803 -0.504 -1.557 -0.592
H 8.006053 17.997329 12.537487 -0.601 -0.846 -1.419 0.286
H 8.249542 16.283268 12.139503 0.553 -0.181 -0.113 -0.554
H 6.392097 18.042570 10.452962 0.501 -1.008 0.078 0.132
H 6.110197 16.323401 10.867111 0.659 0.172 0.023 0.468
H 7.283355 16.957488 8.461462 0.109 -0.413 0.194 0.419
H 8.023801 15.635031 9.440626 -0.021 0.066 -0.264 0.098
O 13.911517 13.677877 16.357230 1.143 0.978 0.302 -0.736
C 14.984173 14.259315 16.311315 -0.125 -0.541 -1.419 0.499
O 15.708914 14.309772 15.179407 0.349 -0.191 -0.587 -0.387
C 17.051996 14.902843 15.335465 -2.615 1.702 0.549 -0.156
C 16.972158 15.564492 16.746666 1.317 -1.815 0.050 -0.497
C 15.752661 14.926881 17.406910 -1.744 0.425 0.569 0.120
H 17.246420 15.603711 14.524051 -0.526 -0.003 0.008 -0.014
H 17.789217 14.158802 15.270006 0.687 -1.375 0.135 0.342
H 16.937079 16.661525 16.762177 0.213 -0.526 -0.080 0.356
H 17.883115 15.097131 17.161282 -0.185 1.229 0.681 0.240
H 15.070568 15.682126 17.848231 0.405 -0.336 -0.150 -0.350
H 15.764177 14.106730 18.149284 1.019 0.576 0.001 0.360
O 13.496038 17.693885 11.554636 0.164 0.332 -0.558 -0.756
C 12.763030 17.610559 12.499597 -0.004 -0.248 -0.198 -0.299
O 12.356698 16.426396 12.950771 0.314 -1.104 -1.020 0.065
C 11.909533 16.516873 14.256927 0.117 -0.435 3.378 1.377
C 11.549975 17.994718 14.500051 -1.756 -0.413 1.186 0.401
C 12.135393 18.693246 13.313561 1.016 1.039 -0.190 1.515
H 12.744785 16.183755 14.979223 -1.073 0.337 -1.157 -0.375
H 11.029636 15.877697 14.491820 0.736 0.123 -0.680 -1.426
H 11.896029 18.362468 15.480413 0.256 -0.172 -0.609 0.112
H 10.450317 18.028992 14.630983 0.421 0.300 -0.541 0.218
H 12.940561 19.330911 13.676471 0.190 0.291 -0.295 -0.342
H 11.560042 19.292696 12.593355 -0.363 -0.154 0.534 -0.894
O 9.481288 14.047775 8.610736 1.047 0.608 -0.113 -0.661
C 10.556761 14.610903 8.498659 -0.944 -1.147 1.252 0.207
O 11.103076 14.850446 7.303894 1.017 1.388 0.430 -0.436
C 12.236859 15.833705 7.523342 -1.533 -0.749 -0.027 0.034
C 12.756743 15.430137 8.888427 -0.169 -1.374 0.778 0.234
C 11.478323 15.061651 9.684715 -0.802 1.263 -2.407 1.772
H 11.778881 16.840620 7.473753 0.271 -0.533 0.180 -0.033
H 12.887038 15.674326 6.680070 0.381 0.006 -0.107 0.395
H 13.312222 16.135647 9.448014 0.519 1.103 0.247 -0.432
H 13.420411 14.549427 8.837973 -0.361 0.182 -0.308 0.366
H 11.007503 16.005150 10.062248 0.448 -0.866 0.104 -0.739
H 11.544930 14.299506 10.442139 0.090 -0.107 0.204 -0.600
O 14.747208 22.748793 13.308512 1.132 -1.202 2.236 -0.639
C 14.027301 23.422175 12.673175 -0.846 -0.061 -2.769 0.910
O 12.778422 23.747201 12.951696 -1.125 0.229 1.286 -0.309
C 12.284197 24.695576 11.981163 0.805 1.643 1.319 -0.457
C 13.012899 24.366413 10.710175 0.089 0.778 -0.233 0.672
C 14.308850 23.905051 11.295291 0.914 -0.649 -0.767 -0.934
H 12.542213 25.734658 12.419942 -0.619 -1.413 -0.919 0.202
H 11.245792 24.512919 11.939052 -1.233 0.226 -0.094 0.095
H 13.036963 25.211646 9.974438 0.077 -0.855 0.682 0.428
H 12.566106 23.482660 10.301482 -0.555 -0.248 -0.648 -0.544
H 15.025948 24.647459 11.462356 1.237 1.596 -0.196 0.513
H 14.805844 23.109287 10.749827 -0.006 -0.098 -0.107 0.058
O 16.553443 16.675362 12.590839 -0.374 2.729 0.785 -0.693
C 16.419998 17.890810 12.770160 0.161 -2.821 0.259 0.292
O 16.161936 18.434611 14.003089 0.462 -0.838 -1.005 -0.392
C 16.280460 19.864760 13.964398 -1.435 0.050 -1.626 0.033
C 16.720281 20.217559 12.495290 0.436 -0.127 0.134 -0.324
C 16.524129 18.943103 11.709631 -0.866 -0.115 2.188 1.015
H 17.013726 20.159766 14.636990 1.443 0.399 1.314 0.481
H 15.327973 20.259947 14.356482 0.313 0.150 -0.710 -0.241
H 17.780371 20.470896 12.424318 -0.012 0.121 0.524 0.328
H 16.201253 21.023442 12.023742 -0.558 0.622 0.182 -0.068
H 17.270760 18.620762 11.064610 1.467 -0.176 -1.303 0.603
H 15.586687 18.910922 11.221325 -1.088 0.010 -0.712 -1.015